This record from the OMol25 dataset describes a structure of composition C25H33BrN6PRbS4. The level of theory is the ωB97M-V functional and the def2-TZVPD basis.

```
71
Properties=species:S:1:pos:R:3:forces:R:3
Rb -0.751574 -0.787646 1.503509 -0.1 -0.1 0.5
S -1.492392 -1.482782 -1.601956 -0.1 -0.1 -0.1
C -0.143529 -2.350007 -2.212988 0.5 0.1 0.0
N -0.142773 -3.296865 -3.099279 -0.1 0.0 0.0
N -1.375967 -3.668965 -3.517840 0.1 0.0 0.0
C -1.534343 -4.673636 -4.429578 0.0 0.0 0.0
C -0.441061 -5.311055 -5.033350 0.0 0.0 0.0
C -0.656771 -6.308221 -5.969438 0.0 0.0 0.0
C -1.939359 -6.701233 -6.331196 0.0 0.0 0.0
C -3.022054 -6.073726 -5.723900 0.0 0.0 0.0
C -2.830997 -5.077347 -4.785821 0.0 0.0 0.0
N 1.234442 -2.062094 -1.864431 -0.4 -0.1 0.0
N 1.399997 -1.449035 -0.802504 0.1 0.1 -0.1
C 2.771800 -1.096873 -0.561348 -0.3 -0.2 0.0
C 3.692900 -0.910048 -1.586433 0.1 0.0 0.1
C 4.981464 -0.505594 -1.273859 0.0 0.0 0.0
C 5.352124 -0.297660 0.050155 0.0 0.0 0.0
C 4.426312 -0.485501 1.067770 0.0 0.0 0.0
C 3.130155 -0.873248 0.761425 0.1 0.0 0.0
H -2.166271 -3.206589 -3.072227 0.0 0.0 0.0
H 0.555965 -5.010265 -4.749083 0.0 0.0 0.0
H 0.201548 -6.790050 -6.424362 0.0 0.0 0.0
H -2.093396 -7.479963 -7.067217 0.0 0.0 0.0
H -4.033310 -6.369322 -5.978953 0.0 0.0 0.0
H -3.680962 -4.601537 -4.311379 0.0 0.0 0.0
H 3.379610 -1.075703 -2.607700 0.0 0.0 0.0
H 5.699951 -0.345507 -2.068749 0.0 0.0 0.0
H 6.358951 0.025155 0.285788 0.0 0.0 0.0
H 4.702020 -0.310084 2.100101 0.0 0.0 0.0
H 2.388645 -0.981556 1.542823 0.0 0.0 0.0
S -3.730286 -0.457694 6.222229 0.0 0.0 0.0
C -2.690009 -0.580637 4.890616 0.0 0.0 0.0
S -2.388545 -2.106302 4.129350 0.1 0.0 -0.1
S -1.892428 0.845944 4.273668 -0.1 0.2 -0.2
C -1.726122 5.361017 1.354727 0.0 0.0 0.0
C -0.997550 4.068229 1.708259 -0.1 0.0 0.1
P -1.315502 2.597560 0.633141 0.2 0.1 0.1
C -0.938096 3.333997 -1.025364 -0.1 0.0 0.0
C -0.741357 2.278421 -2.110200 0.0 0.0 0.0
C -3.160758 2.531077 0.662040 0.0 0.0 0.0
C -3.702970 1.131261 0.379964 0.0 0.0 0.0
H -1.482676 6.154282 2.065733 0.0 0.0 0.0
H -2.808198 5.223765 1.376993 0.0 0.0 0.0
H -1.453772 5.717184 0.359405 0.0 0.0 0.0
H -1.260274 3.751027 2.723217 0.0 0.0 0.0
H 0.085599 4.229859 1.696108 0.0 0.0 0.0
H -0.023737 3.923234 -0.896798 0.0 0.0 0.0
H -1.727885 4.034736 -1.315762 0.0 0.0 0.0
H 0.088629 1.609242 -1.874913 0.0 0.0 0.0
H -0.539543 2.741543 -3.079308 0.0 0.0 0.0
H -1.613593 1.632633 -2.218111 0.0 0.0 0.0
H -3.568233 3.266638 -0.039462 0.0 0.0 0.0
H -3.459143 2.827834 1.671516 0.0 0.0 0.0
H -3.291699 0.705534 -0.538312 0.0 0.0 0.0
H -4.790647 1.145425 0.285382 0.0 0.0 0.0
H -3.463757 0.464509 1.210964 0.0 0.0 0.0
N 2.475115 2.501176 0.324523 0.0 0.0 0.0
H 1.646681 2.185365 -0.171812 0.0 0.0 0.0
H 2.351999 2.176309 1.279209 0.0 0.0 0.0
H 3.246079 1.957397 -0.051599 0.0 0.0 0.0
Br 2.376739 2.806816 7.392131 0.0 0.0 0.0
C 1.965064 1.855087 5.802667 0.0 0.0 0.0
C 2.322775 0.525541 5.690390 0.0 0.0 0.0
C 2.012297 -0.116734 4.499695 0.0 0.0 0.1
N 1.393401 0.475091 3.487052 0.3 -0.2 -0.2
C 1.026610 1.741852 3.639547 -0.1 0.0 0.1
C 1.301010 2.491194 4.774434 0.0 0.0 0.0
H 2.807765 -0.001912 6.498519 0.0 0.0 0.0
H 2.255175 -1.166765 4.375247 0.0 0.0 0.0
H 0.463742 2.178096 2.824956 0.0 0.0 0.0
H 0.976974 3.518127 4.851979 0.0 0.0 0.0
```
Positions in Å, forces in eV/Å.

Output
ΔE to the lowest compared entry with this formula, charge and spin: 0.0 kcal per mole
max |F|: 0.5 eV/A
total charge: -2
highest occupied orbital energy: -0.267 eV
calculated total energy: -5833.234993 Eh


This record from the OMol25 dataset describes a structure of composition C19H19N8O5Tc. The level of theory is the ωB97M-V functional and the def2-TZVPD basis.

```
52
Properties=species:S:1:pos:R:3:forces:R:3
Tc -0.028387 -0.080348 -0.052165 0.1 0.1 -0.1
N 4.063050 0.408887 0.620816 0.0 0.0 0.0
C 3.750247 1.148678 1.739784 0.0 0.0 0.0
C 2.393059 1.179210 1.814437 0.0 0.0 0.0
N 1.880680 0.472990 0.746221 0.0 -0.1 0.1
C 2.923549 0.019144 0.042968 0.0 0.0 0.0
C 2.610120 -0.791289 -1.119174 0.0 0.0 0.0
N 1.313162 -1.021433 -1.334694 0.0 0.0 0.0
C 1.207656 -1.792840 -2.470380 0.0 0.0 0.0
C 2.465220 -2.027710 -2.933242 0.0 0.0 0.0
N 3.330472 -1.390353 -2.070980 0.0 0.0 0.0
H 5.004802 0.211022 0.309257 0.0 0.0 0.0
H 4.509635 1.574063 2.374217 0.0 0.0 0.0
H 1.763109 1.652582 2.547094 0.0 0.0 0.0
H 0.257346 -2.119801 -2.858936 0.0 0.0 0.0
H 2.815735 -2.585892 -3.785138 0.0 0.0 0.0
H 4.337092 -1.389193 -2.168917 0.0 0.0 0.0
C -2.016067 2.044414 3.205221 0.0 0.0 0.0
C -1.912834 0.920477 2.236090 0.0 0.0 0.0
O -1.045557 0.996723 1.296364 0.0 0.0 0.1
N -2.692799 -0.125397 2.356200 0.0 0.0 0.0
C -2.707126 -1.266154 1.433997 0.0 0.0 0.0
C -1.517916 -2.179224 1.626655 0.0 0.0 0.0
C -1.676188 -3.365199 2.317582 0.0 0.0 0.0
C -0.591365 -4.203632 2.530664 0.0 0.0 0.0
C 0.649267 -3.820853 2.045981 0.0 0.0 0.0
C 0.748921 -2.634250 1.356446 0.0 0.0 0.0
N -0.303514 -1.820490 1.132967 0.0 0.0 0.0
H -1.838494 2.986126 2.690908 0.0 0.0 0.0
H -1.247372 1.920111 3.972008 0.0 0.0 0.0
H -2.987395 2.071620 3.694509 0.0 0.0 0.0
H -3.360251 -0.121093 3.116510 0.0 0.0 0.0
H -2.780170 -0.903791 0.412407 0.0 0.0 0.0
H -3.616069 -1.826120 1.636240 0.0 0.0 0.0
H -2.656704 -3.634551 2.686458 0.0 0.0 0.0
H -0.714832 -5.135560 3.066893 0.0 0.0 0.0
H 1.527983 -4.432971 2.190896 0.0 0.0 0.0
H 1.700941 -2.313771 0.959391 0.0 0.0 0.0
O -2.133843 3.957295 -4.799766 0.0 0.0 0.0
C -2.347357 3.116208 -3.793326 0.0 0.0 0.0
O -3.416854 2.665539 -3.529443 0.0 0.0 0.0
C -1.186900 2.767432 -2.893730 0.0 -0.1 0.0
C -0.215989 3.567414 -2.312032 0.0 0.0 0.0
N 0.423055 2.835320 -1.383390 0.0 0.0 0.0
N -0.079558 1.593420 -1.327904 0.0 0.0 0.0
C -1.055527 1.543494 -2.241652 0.0 0.0 0.0
C -1.729000 0.216314 -2.359895 0.0 0.0 0.0
O -2.359679 -0.195234 -3.263808 0.0 0.0 0.0
O -1.440715 -0.538691 -1.234882 0.0 0.0 0.0
H -1.202237 4.103898 -5.006329 0.0 0.0 0.0
H 0.036497 4.605578 -2.467591 0.0 0.0 0.0
H 1.149118 3.137887 -0.751800 0.0 0.0 0.0
```
Positions in Å, forces in eV/Å.

Output
2S+1: 4
ΔE to the lowest compared entry with this formula, charge and spin: 0.0 kcal per mole
expectation value of S²: 3.768
max |F|: 0.1 eV/A
total charge: +3
highest occupied orbital energy (alpha / beta): -17.841 / -17.841 eV
calculated total energy: -1629.658692 Eh


This record from the OMol25 dataset describes a structure of composition C17H11CoN4S2 at a distorted geometry. The level of theory is the ωB97M-V functional and the def2-TZVPD basis.

```
35
Properties=species:S:1:pos:R:3:forces:R:3
Co 0.327074 -0.684291 -0.288403 0.3 0.1 0.2
S -0.589726 -2.491391 -1.444303 0.4 -0.5 -0.6
C 0.826174 -3.112591 -2.175903 -1.3 0.8 0.8
C 0.662074 -4.299891 -2.916303 -0.1 -0.6 -0.4
N 0.498174 -5.287791 -3.477103 0.0 -0.2 -0.2
C 2.094074 -2.554091 -2.066703 0.3 1.4 1.1
S 2.482974 -1.210991 -1.080303 0.1 -0.8 -0.6
C 3.181674 -3.081591 -2.788503 0.6 -0.3 -0.4
N 4.115574 -3.433091 -3.356003 0.1 -0.2 -0.2
N 0.645574 -0.758291 7.031297 0.0 0.0 0.4
C 0.504174 -0.828891 5.895397 0.0 0.0 0.6
C 0.367874 -0.889991 4.489897 0.0 -0.1 -0.9
C 1.464374 -1.269891 3.716497 0.0 0.0 0.1
C 1.366374 -1.250291 2.339197 -0.1 0.1 0.0
C 0.191174 -0.851491 1.694197 -0.1 0.1 -0.5
C -0.917426 -0.544191 2.489197 0.2 0.0 0.1
C -0.836326 -0.555791 3.870297 -0.1 0.0 0.1
H 2.384774 -1.572891 4.193897 0.0 0.0 0.1
H 2.233074 -1.545791 1.759297 0.1 0.0 0.0
H -1.866926 -0.287591 2.035897 -0.1 0.1 0.0
H -1.698526 -0.302891 4.471497 0.0 0.0 0.1
N 0.558674 1.371809 -0.919703 0.2 -0.1 0.2
C -0.565526 2.103309 -1.427703 -0.5 0.4 -0.2
C -1.774026 2.082809 -0.738803 0.2 -0.2 0.0
C -2.859026 2.795809 -1.216703 0.0 0.0 0.0
C -2.747126 3.532109 -2.385003 -0.1 0.0 0.0
C -1.547026 3.548409 -3.074403 -0.1 -0.1 0.0
C -0.457426 2.833709 -2.604903 0.0 -0.1 0.1
H 1.341774 1.463309 -1.568603 -0.1 -0.1 0.2
H 0.861274 1.776309 -0.029603 0.0 0.0 -0.2
H -1.862126 1.496409 0.166897 0.0 0.0 0.1
H -3.793826 2.777309 -0.675803 0.0 0.0 0.0
H -3.598226 4.078309 -2.762203 0.0 0.1 0.0
H -1.459526 4.112209 -3.989203 0.0 0.1 -0.1
H 0.465874 2.841909 -3.167303 0.1 0.0 0.0
```
Positions in Å, forces in eV/Å.

Output
2S+1: 5
ΔE to the lowest compared entry with this formula, charge and spin: 3.2 kcal per mole
expectation value of S²: 6.030
max |F|: 1.8 eV/A
highest occupied orbital energy (alpha / beta): -8.872 / -9.472 eV
calculated total energy: -3052.518870 Eh